Entry from OMol25: 14 unconnected molecules or ions with the total composition C5H37N2O14 (the ωB97M-V functional and the def2-TZVPD basis).

Geometry as XYZ:
```
58
Properties=species:S:1:pos:R:3
O -2.2886 -0.4339 -1.4184
C -2.1567 -1.0984 -0.3797
C -0.8358 -1.6298 0.0225
C -0.2162 -0.7175 1.0822
C 0.0780 0.7076 0.5317
N 0.2682 2.5240 -1.7350
C 1.1168 1.5119 -1.5742
N 1.0532 0.6325 -0.5535
H -3.0821 -1.2057 0.2148
H -0.8885 -2.6517 0.4014
H -0.1749 -1.7529 -0.8794
H 0.6903 -1.1710 1.4842
H -0.8875 -0.6271 1.9237
H -0.8366 1.1793 0.2237
H 0.4750 1.2796 1.3461
H -0.5808 2.7309 -1.1425
H 0.3705 3.1566 -2.5700
H 1.9589 1.4007 -2.2797
H 1.7984 -0.0946 -0.4638
H 3.2925 1.6913 0.7903
H 3.6170 2.4878 2.0935
O 3.0256 1.7923 1.7113
H -4.1996 0.1762 1.9499
H -4.4055 1.2460 0.8011
O -4.1590 1.0872 1.7596
H 1.7544 -2.7561 -3.3914
H 1.0084 -1.5862 -2.6733
O 1.5880 -2.3522 -2.5364
H -3.6597 -1.8004 2.9747
H -5.0219 -1.9437 2.2369
O -4.1436 -1.5979 2.1676
H -0.8886 -0.2693 -2.4222
H -0.4130 -0.2130 -3.8845
O -0.0873 -0.2678 -2.9746
H 2.9246 -1.6762 -1.5092
H 3.4114 -1.7090 -0.1290
O 3.4384 -1.1799 -0.9182
H 3.8350 -3.1196 1.7375
H 2.9574 -1.9063 2.0010
O 3.1543 -2.5909 1.3511
H 4.7751 1.6933 -1.0443
H 3.8253 0.4882 -0.9396
O 3.8705 1.4639 -0.8318
H -1.9803 2.9507 0.5540
H -2.8528 2.6826 -0.6632
O -2.0301 3.1100 -0.4256
H 1.2127 -3.4100 -1.1760
H 1.6571 -3.7145 0.2135
O 0.9803 -3.9125 -0.3992
H -4.9102 1.5820 -1.5419
H -3.5231 0.7466 -1.2891
O -4.1355 1.4395 -0.9087
H -1.9178 2.9769 2.7652
H -2.6830 1.8399 2.0375
O -1.8011 2.2918 2.1247
H 2.7050 0.3078 2.5006
H 2.8631 -0.3956 3.8714
O 2.5968 -0.5229 2.9897
```

For the gap between HOMO and LUMO (spin up / spin down), the calculation gives 0.3300 / 0.1416 hartree. The multiplicity is 2. As for the net charge: +2. Its relative energy (zero: lowest compared OMol25 entry of this formula, charge and spin) is 23.8 kJ/mol.

=====

Entry from OMol25: a molecular structure, C15H10Cl5F5MoN2O2 (the ωB97M-V functional and the def2-TZVPD basis).

Geometry as XYZ:
```
40
Properties=species:S:1:pos:R:3
Mo 0.2508 -0.3037 0.0997
Cl -2.1906 -4.5542 5.3178
C -1.6414 -3.8295 3.8817
C -1.0835 -2.5355 3.9116
Cl -0.8888 -1.7005 5.3858
C -0.6885 -1.9607 2.7094
Cl -0.0791 -0.3588 2.6043
C -0.7867 -2.6341 1.4755
O -0.4170 -2.0063 0.3818
C -1.3167 -3.9383 1.4650
Cl -1.4298 -4.7794 -0.0105
C -1.7438 -4.5284 2.6639
Cl -2.3891 -6.0997 2.6450
N 0.3339 -0.5669 -2.0719
C 1.3409 0.2975 -2.7264
C 2.7556 -0.0463 -2.2656
C 3.0640 0.2533 -0.7997
N 2.3825 -0.6920 0.1276
H 0.5378 -1.5394 -2.3343
H -0.5820 -0.3776 -2.4927
H 1.1051 1.3408 -2.4859
H 1.2960 0.1758 -3.8134
H 3.4459 0.5503 -2.8680
H 2.9723 -1.0972 -2.4868
H 2.7609 1.2765 -0.5366
H 4.1462 0.1793 -0.6563
H 2.7904 -0.5540 1.0607
H 2.6514 -1.6502 -0.1440
F -3.2629 5.3805 -1.1864
C -2.3556 4.4570 -0.9413
C -2.7610 3.1407 -0.6675
F -4.0360 2.8040 -0.6544
C -1.7784 2.1992 -0.4225
F -2.0190 0.8671 -0.1235
C -0.4065 2.5065 -0.4045
O 0.4065 1.5399 -0.0755
C -0.0301 3.8313 -0.6893
F 1.2711 4.1200 -0.7120
C -0.9950 4.7976 -0.9535
F -0.6288 6.0365 -1.2085
```

For the gap between HOMO and LUMO (spin up / spin down), the calculation gives 0.2233 / 0.2228 hartree. As for the net charge: +2.

=====

Entry from OMol25: 2 unconnected molecules or ions with the total composition C20H46N2O4 (the ωB97M-V functional and the def2-TZVPD basis).

Geometry as XYZ:
```
72
Properties=species:S:1:pos:R:3
C -8.6586 -1.3358 -3.6418
C -7.3874 -1.4621 -2.7999
N -6.8310 -2.8103 -2.8744
C -5.7394 -3.0495 -1.9430
O -4.7472 -3.8133 -2.5974
C -3.4280 -3.3344 -2.4222
C -2.4958 -4.2841 -3.1755
O -1.4045 -3.6427 -3.7934
C -0.3478 -3.2423 -2.9285
C -0.3883 -1.7430 -2.5991
C -0.7614 -1.4142 -1.1504
C -1.3527 -0.0141 -0.9619
C -0.3009 1.0921 -0.7682
C -0.2837 1.6704 0.6428
C 0.6780 2.8400 0.8033
C 0.7179 3.4020 2.2260
C 1.7294 2.6774 3.1093
C 1.7454 3.1547 4.5569
O 1.0619 2.2214 5.3832
C 1.5052 2.2347 6.7172
H -9.0211 -2.3312 -3.9004
H -9.4533 -0.8197 -3.1032
H -8.4823 -0.7886 -4.5692
H -7.6053 -1.2630 -1.7477
H -6.6514 -0.7017 -3.1055
H -6.4587 -3.0002 -3.7995
H -6.1057 -3.6162 -1.0787
H -5.3064 -2.1037 -1.5800
H -3.3197 -2.3207 -2.8311
H -3.1865 -3.2941 -1.3519
H -3.0773 -4.7394 -3.9779
H -2.1434 -5.0846 -2.5132
H -0.3917 -3.8343 -2.0042
H 0.5815 -3.5052 -3.4369
H -1.1074 -1.2831 -3.2825
H 0.5806 -1.2975 -2.8411
H 0.1346 -1.4966 -0.5235
H -1.4550 -2.1708 -0.7713
H -1.9785 0.2296 -1.8262
H -2.0283 -0.0302 -0.1007
H 0.6935 0.6868 -0.9904
H -0.4565 1.9059 -1.4834
H -1.2964 1.9864 0.9198
H -0.0105 0.8734 1.3458
H 1.6855 2.5000 0.5295
H 0.4146 3.6244 0.0863
H -0.2737 3.3129 2.6853
H 0.9516 4.4710 2.2031
H 2.7245 2.7613 2.6662
H 1.4927 1.6093 3.1276
H 2.7743 3.2804 4.9170
H 1.2482 4.1312 4.6483
H 2.5198 1.8254 6.8091
H 1.4991 3.2472 7.1415
H 0.8204 1.6175 7.2986
C 4.8761 0.0089 2.4992
O 4.5220 1.1633 1.7658
C 5.5915 2.0044 1.3766
C 6.2579 1.6127 0.0542
C 7.1265 0.3640 0.1450
N 5.3015 1.4512 -1.0400
H 5.7245 0.2079 3.1629
H 5.1327 -0.8333 1.8521
H 4.0129 -0.2662 3.1046
H 5.1505 2.9978 1.2563
H 6.3363 2.0603 2.1821
H 6.9066 2.4554 -0.2105
H 6.5130 -0.5369 0.1896
H 7.7550 0.2848 -0.7409
H 7.7676 0.3859 1.0280
H 4.8145 2.3240 -1.2133
H 4.5881 0.7868 -0.7545
```

For the gap between HOMO and LUMO, the calculation gives 0.3505 hartree. As for the net charge: 0. The structure (SMILES) is CCNCOCCOCCCCCCCCCCOC.COC[C@@H](C)N. Its relative energy (zero: lowest compared OMol25 entry of this formula, charge and spin) is 65.8 kJ/mol.

=====

Entry from OMol25: a molecular structure, C30H39BrN6O4Tc (the ωB97M-V functional and the def2-TZVPD basis).

Geometry as XYZ:
```
81
Properties=species:S:1:pos:R:3
Tc 0.5680 -0.3220 -0.3421
C 4.4275 -3.3442 -0.1530
C 3.1337 -2.8326 -0.7970
C 1.9218 -3.5828 -0.2447
C 3.0146 -1.3377 -0.5886
C 2.5636 -0.8109 0.6365
C 2.4759 0.5908 0.8104
C 2.9691 1.4812 -0.1552
C 2.9386 2.9529 0.0804
C 3.5599 0.9315 -1.3072
C 3.5575 -0.4286 -1.5243
H 4.5288 -4.4154 -0.3211
H 4.4231 -3.1718 0.9252
H 5.3062 -2.8543 -0.5723
H 3.1932 -3.0071 -1.8747
H 1.9231 -3.6195 0.8463
H 1.9065 -4.6127 -0.6003
H 0.9677 -3.1491 -0.5865
H 2.3942 -1.4775 1.4736
H 2.1731 0.9908 1.7704
H 2.9257 3.5160 -0.8508
H 3.8431 3.2436 0.6240
H 2.0847 3.2489 0.6886
H 4.0367 1.5983 -2.0162
H 4.0155 -0.8379 -2.4187
N -0.2417 -0.6832 1.6318
C -0.7503 0.6199 2.1860
C -1.9388 0.5097 3.1449
C -1.6009 0.1436 4.5963
C -2.7695 0.5088 5.5173
N -2.4960 0.1172 6.8966
C -3.4246 -0.0063 7.8585
N -3.0601 -0.4147 9.0677
N -4.7020 0.2514 7.6054
C -1.0763 1.5630 1.0182
O -1.7758 2.5123 1.0988
O -0.4376 1.2438 -0.1575
H -1.0187 -1.3424 1.5993
H 0.4115 -1.0947 2.2948
H 0.0928 1.0859 2.7025
H -2.6651 -0.1998 2.7325
H -2.4329 1.4833 3.1185
H -0.7100 0.6936 4.9162
H -1.3835 -0.9222 4.7034
H -3.6674 -0.0148 5.1812
H -2.9573 1.5851 5.4539
H -1.5392 0.1701 7.2108
H -2.1254 -0.7340 9.2611
H -3.7109 -0.4217 9.8373
H -4.9910 0.7423 6.7775
H -5.4094 0.0878 8.3049
C -2.3281 -1.5758 -0.9471
O -1.0053 -1.2008 -1.4414
C -0.8216 -1.2885 -2.8318
C -1.5213 -2.1930 -3.6083
C -1.3280 -2.1768 -4.9850
Br -2.2589 -3.3793 -6.0682
C -0.4534 -1.2613 -5.5522
C 0.2768 -0.3670 -4.7635
C 0.0898 -0.3994 -3.3781
O 0.7911 0.4290 -2.4707
C 1.1450 0.5566 -5.4974
N 0.9938 0.7174 -6.8227
C 1.9244 1.5899 -7.1994
C 2.1892 2.1035 -8.5086
C 3.2194 2.9892 -8.6351
C 3.9830 3.3720 -7.5091
C 3.7377 2.8885 -6.1992
C 2.7086 2.0049 -6.0743
N 2.1504 1.3100 -4.9996
H -3.0787 -1.2211 -1.6492
H -2.4624 -1.0587 -0.0020
H -2.3790 -2.6545 -0.8195
H -2.2119 -2.9028 -3.1755
H -0.3241 -1.2300 -6.6245
H 0.3945 1.3193 -2.4765
H 1.5852 1.7781 -9.3450
H 3.4711 3.4097 -9.5986
H 4.8010 4.0672 -7.6512
H 4.3488 3.2275 -5.3743
H 2.4930 1.2837 -4.0533
```

For the gap between HOMO and LUMO (spin up / spin down), the calculation gives 0.2244 / 0.2079 hartree. The multiplicity is 2. As for the net charge: +4. Its relative energy (zero: lowest compared OMol25 entry of this formula, charge and spin) is 60.1 kJ/mol.